1.
108
Properties=species:S:1:pos:R:3:lowdin_charge:R:1 method="wB97M-V/def2-TZVPD" de_lowest_kcal_mol=2.8 gap_ev=6.90 homo_ev=-5.20 lumo_energy_ev=1.704 total_charge=-1
Rb -0.792 0.256 -0.297 0.8885
C -4.522 1.287 0.565 -0.1419
N -3.222 1.179 1.193 -0.1010
C -3.025 1.843 2.451 -0.1408
C -1.758 2.656 2.470 -0.2953
N -0.974 2.866 1.459 0.1708
C 0.041 3.676 1.946 -0.2208
C 1.154 4.181 1.281 0.0016
C 2.019 4.984 2.004 -0.1082
C 1.793 5.270 3.360 -0.1105
C 0.696 4.763 4.035 -0.0366
C -0.170 3.962 3.300 -0.2054
N -1.337 3.289 3.618 0.1565
C -4.605 0.226 -0.483 -0.3362
N -4.010 -0.927 -0.353 0.1608
C -4.238 -1.575 -1.559 -0.2136
C -3.783 -2.814 -2.004 -0.0048
C -4.116 -3.192 -3.292 -0.0985
C -4.884 -2.361 -4.123 -0.1073
C -5.348 -1.131 -3.689 -0.0182
C -5.015 -0.760 -2.393 -0.1902
N -5.284 0.377 -1.652 0.1557
H -4.642 2.267 0.092 0.1002
H -5.355 1.152 1.275 0.1240
H -2.893 0.222 1.171 0.0214
H -3.004 1.146 3.302 0.1213
H -3.861 2.524 2.641 0.1289
H 1.324 3.919 0.245 0.1028
H 2.894 5.399 1.520 0.0972
H 2.494 5.902 3.891 0.0931
H 0.530 4.982 5.082 0.1017
H -1.780 3.237 4.517 0.1540
H -3.175 -3.442 -1.364 0.1046
H -3.771 -4.145 -3.674 0.0965
H -5.111 -2.688 -5.130 0.0918
H -5.927 -0.483 -4.334 0.1082
H -5.514 1.289 -2.042 0.0333
C -3.761 -2.110 2.754 -0.0038
C -2.800 -2.926 1.963 -0.3711
N -1.733 -2.465 1.352 0.1668
C -1.151 -3.550 0.738 -0.1388
C -1.880 -4.685 1.011 -0.0997
N -2.929 -4.258 1.784 0.1687
C -1.791 -6.137 0.718 -0.5136
O -0.744 -6.548 0.055 0.1034
O -2.675 -6.875 1.116 0.0568
C 0.086 -3.436 -0.115 -0.5964
O 0.632 -4.525 -0.465 -0.0002
O 0.481 -2.300 -0.404 -0.0904
H -4.170 -1.321 2.121 0.0511
H -3.259 -1.655 3.609 0.0779
H -4.587 -2.719 3.123 0.0768
H -3.649 -4.879 2.116 0.1604
H -0.109 -5.737 -0.140 0.0529
C 1.653 -2.853 2.771 -0.0337
C 2.783 -2.704 1.776 -0.4218
C 3.975 -3.575 2.096 -0.0406
O 3.288 -1.328 1.780 -0.1813
P 2.503 -0.153 1.050 0.4593
O 1.101 0.004 1.461 -0.3987
C 2.800 -0.434 -0.712 -0.1952
P 1.975 0.716 -1.831 0.4186
O 1.321 1.830 -1.122 -0.3477
O 3.062 1.208 -2.890 -0.1864
C 3.509 2.593 -2.872 -0.4446
C 4.928 2.590 -3.395 -0.0462
C 2.560 3.422 -3.711 -0.0395
O 1.029 -0.235 -2.647 -0.2308
C 0.482 0.003 -3.983 -0.4092
C -0.879 -0.656 -4.003 -0.0391
C 1.436 -0.585 -4.999 -0.0394
O 3.462 1.078 1.304 -0.1741
C 3.732 1.715 2.579 -0.4158
C 5.137 1.320 2.987 -0.0442
C 2.705 1.405 3.650 -0.0430
H 1.282 -3.880 2.746 0.0927
H 0.830 -2.184 2.526 0.0621
H 2.011 -2.634 3.780 0.0865
H 2.421 -2.923 0.770 0.1110
H 4.351 -3.357 3.098 0.0813
H 4.779 -3.412 1.377 0.0803
H 3.681 -4.624 2.053 0.0875
H 2.467 -1.447 -0.954 0.0698
H 3.881 -0.341 -0.831 0.0879
H 3.484 2.937 -1.836 0.1335
H 4.955 2.202 -4.415 0.0844
H 5.571 1.970 -2.770 0.0803
H 5.324 3.607 -3.402 0.0825
H 2.546 3.048 -4.737 0.0880
H 2.882 4.465 -3.730 0.0848
H 1.553 3.382 -3.298 0.0802
H 0.381 1.084 -4.109 0.1408
H -0.780 -1.716 -3.760 0.0959
H -1.314 -0.567 -5.000 0.0920
H -1.560 -0.173 -3.304 0.0324
H 1.539 -1.658 -4.828 0.0927
H 2.419 -0.119 -4.941 0.0674
H 1.036 -0.434 -6.003 0.0850
H 3.687 2.780 2.352 0.1233
H 5.181 0.248 3.188 0.0809
H 5.436 1.859 3.888 0.0810
H 5.846 1.552 2.192 0.0806
H 2.710 0.345 3.912 0.0818
H 1.702 1.679 3.329 0.0696
H 2.963 1.983 4.540 0.0877
S -4.771 3.415 -2.694 0.4075
C -3.371 2.533 -2.477 -0.9570
N -2.475 1.810 -2.312 0.0144



2.
100
Properties=species:S:1:pos:R:3:lowdin_charge:R:1 method="wB97M-V/def2-TZVPD" de_lowest_kcal_mol=37.4 gap_ev="6.01 / 6.33" homo_ev="-3.82 / -4.15" multiplicity=4 lumo_energy_ev="2.188 / 2.180" total_charge=-1
Re 0.120 -0.050 -0.077 1.5876
C 2.898 -2.423 1.424 -0.1636
Si 1.335 -2.239 2.495 0.4290
C 1.919 -1.460 4.140 -0.1753
C 0.928 -4.081 2.825 -0.1707
N 0.012 -1.373 1.808 -0.1822
C -1.215 -1.461 2.442 -0.3085
C -1.336 -2.002 3.740 -0.0720
C -2.544 -2.241 4.367 -0.1060
C -3.728 -1.898 3.744 -0.1093
C -3.658 -1.260 2.515 -0.0235
C -2.450 -1.035 1.878 -0.2023
O -2.419 -0.261 0.723 -0.0921
C -3.508 -0.090 -0.084 -0.3026
C -3.756 1.210 -0.508 -0.0059
C -4.793 1.463 -1.390 -0.0927
C -5.586 0.421 -1.850 -0.1151
C -5.326 -0.877 -1.429 -0.0860
C -4.290 -1.142 -0.549 -0.0292
H 3.261 -3.451 1.510 0.0268
H 3.699 -1.767 1.764 0.0085
H 2.727 -2.221 0.369 -0.0082
H 2.961 -1.137 4.080 0.0095
H 1.837 -2.169 4.968 0.0211
H 1.312 -0.584 4.382 0.0252
H 1.508 -4.449 3.676 0.0233
H 1.190 -4.689 1.955 0.0098
H -0.128 -4.244 3.040 0.0185
H -0.428 -2.220 4.286 0.0711
H -2.555 -2.683 5.357 0.0954
H -4.687 -2.081 4.212 0.0894
H -4.565 -0.902 2.048 0.1121
H -3.112 2.003 -0.147 0.1255
H -4.979 2.477 -1.722 0.1047
H -6.405 0.618 -2.531 0.0942
H -5.925 -1.696 -1.807 0.1013
H -4.062 -2.149 -0.230 0.1183
C 2.430 -2.977 -2.473 0.0042
C 1.376 -2.299 -1.662 -0.3264
N 1.357 -1.016 -1.442 -0.2094
O 2.356 -0.275 -2.068 -0.0789
C 0.277 -3.004 -1.122 -0.3040
C 0.105 -4.486 -1.277 -0.0286
N -0.625 -2.251 -0.501 -0.1731
O -1.707 -2.747 -0.154 -0.0729
H 3.081 -2.240 -2.934 0.0753
H 1.972 -3.592 -3.247 0.0882
H 3.024 -3.633 -1.833 0.0911
H 1.969 0.619 -2.037 0.0692
H 0.980 -5.017 -0.892 0.0747
H -0.042 -4.772 -2.322 0.0763
H -0.771 -4.791 -0.709 0.0705
B -0.836 2.181 3.946 -0.4191
C -0.590 1.598 2.529 -0.1842
N -0.395 1.193 1.464 -0.0281
H -1.150 1.245 4.645 0.0097
H 0.215 2.676 4.307 0.0017
H -1.716 3.007 3.871 0.0040
C 2.183 3.459 -0.728 -0.0765
C 0.893 4.210 -1.063 -0.3836
C -0.011 4.394 0.157 -0.0524
C 0.093 3.606 -2.205 -0.1460
C -0.269 4.508 -3.192 -0.0756
C -1.071 4.160 -4.265 -0.1105
C -1.476 2.841 -4.357 -0.0762
C -1.114 1.868 -3.438 -0.1346
C -1.511 0.452 -3.843 -0.3540
C -0.287 -0.333 -4.340 -0.0524
C -2.308 -0.371 -2.834 -0.0599
C -0.340 2.226 -2.274 -0.2444
N 0.000 1.297 -1.355 -0.1389
H 2.747 4.006 0.032 0.0770
H 2.808 3.369 -1.622 0.0801
H 1.964 2.470 -0.344 0.0153
H 1.193 5.209 -1.397 0.1135
H -0.424 3.437 0.448 0.0413
H -0.838 5.064 -0.087 0.0801
H 0.542 4.808 1.004 0.0803
H 0.079 5.531 -3.102 0.1018
H -1.359 4.890 -5.011 0.0878
H -2.099 2.551 -5.197 0.1014
H -2.169 0.581 -4.707 0.1144
H 0.297 -0.706 -3.501 0.0452
H 0.354 0.298 -4.960 0.0817
H -0.606 -1.189 -4.941 0.0755
H -1.777 -0.466 -1.893 0.0252
H -2.477 -1.375 -3.234 0.0962
H -3.278 0.086 -2.639 0.0477
C 6.182 0.885 1.027 -0.0239
N 4.771 0.932 1.335 -0.1279
C 4.178 1.443 2.467 -0.0585
C 2.834 1.291 2.291 -0.1279
N 2.597 0.698 1.081 0.0246
C 3.770 0.499 0.533 -0.2002
H 6.717 1.567 1.684 0.0864
H 6.344 1.187 -0.007 0.0902
H 6.583 -0.120 1.165 0.0883
H 4.758 1.859 3.273 0.1128
H 2.024 1.565 2.949 0.0870
H 3.942 0.037 -0.426 0.1234